Entry 1:
Density functional theory data (ωB97M-V/def2-TZVPD) for C8H10N2O2PPdS4 as an isolated structure.

Output
HOMO level (alpha / beta) = -1.7 / -1.6 eV
ΔE to the lowest compared entry with this formula, charge and spin = 0.490 eV
Charge = -2
Kohn-Sham gap (alpha / beta) = 6.6 / 6.4 eV
2S+1 = 2
DFT total energy = -2632.958950 hartree

Geometry as XYZ:
```
28
C8H10N2O2PPdS4 (ωB97M-V/def2-TZVPD)
Pd 1.55 -0.56 -1.89
C -3.27 -1.13 3.12
C -2.24 -0.70 2.10
O -1.02 -1.37 2.39
P 0.37 -1.06 1.53
S 3.18 0.08 -0.45
S -0.29 -1.11 -0.41
O 0.47 0.58 1.84
C 1.63 1.03 2.53
C 1.39 1.07 4.03
H -4.23 -0.64 2.92
H -2.95 -0.87 4.13
H -3.42 -2.21 3.08
H -2.08 0.38 2.14
H -2.57 -0.95 1.09
H 1.85 2.03 2.14
H 2.49 0.40 2.29
H 0.53 1.70 4.27
H 2.27 1.46 4.55
H 1.19 0.06 4.40
S 2.09 0.84 -3.70
C 0.95 -0.03 -4.63
S 0.31 -1.34 -3.73
C 0.58 0.29 -5.94
C -0.39 -0.48 -6.65
N -1.18 -1.07 -7.25
C 1.16 1.37 -6.65
N 1.63 2.25 -7.24
```

These are the Mulliken partial charges, in e, on atoms 1 to 6:
1. Pd -0.080
2. C -1.251
3. C -0.060
4. O -0.211
5. P -0.073
6. S -0.577



Entry 2:
Density functional theory data (ωB97M-V/def2-TZVPD) for a 2-piece molecular cluster, C4H14N3 overall.

Output
HOMO level = -13.3 eV
ΔE to the lowest compared entry with this formula, charge and spin = 0.566 eV
Charge = +1
Kohn-Sham gap = 10.5 eV
2S+1 = 1
DFT total energy = -324.844027 hartree

Geometry as XYZ:
```
21
C4H14N3 (ωB97M-V/def2-TZVPD)
C -1.30 -2.32 2.72
N 0.41 0.28 0.75
C -0.40 -0.66 1.15
N -0.39 -1.24 2.33
H -0.75 -3.26 2.78
H -2.09 -2.41 1.98
H -1.73 -2.08 3.69
H 1.13 0.62 1.37
H 0.32 0.65 -0.24
H -1.19 -0.97 0.47
H 0.35 -0.99 2.97
C -0.05 2.32 -2.30
N 0.15 0.91 -1.95
C 1.50 0.44 -2.28
H 0.54 2.97 -1.66
H 0.21 2.56 -3.33
H -1.10 2.57 -2.14
H -0.51 0.37 -2.49
H 1.75 0.55 -3.34
H 1.61 -0.61 -2.02
H 2.24 1.00 -1.70
```

These are the Mulliken partial charges, in e, on atoms 1 to 6:
1. C -0.696
2. N -0.250
3. C 0.270
4. N -0.198
5. H 0.302
6. H 0.289